Below is a 2-piece molecular cluster, C3H9N2 overall at a distorted geometry, with properties calculated with ωB97M-V/def2-TZVPD.

Last column: Mulliken charge in e.
CARTESIAN COORDINATES (ANGSTROEM)
1 C 1.425 -1.858 -0.899  -0.320
2 N 1.914 -0.761 -0.427  -0.556
3 H 1.979 -2.265 -1.755  0.211
4 H 0.434 -2.251 -0.733  0.299
5 H 0.643 0.467 -0.179  0.274
6 H 2.913 -0.811 -0.613  0.213
7 C -2.330 0.627 0.447  -0.969
8 C -1.103 0.747 1.081  -0.401
9 N 0.029 1.190 0.272  -0.407
10 H -2.443 0.561 -0.625  0.253
11 H -3.181 0.375 1.068  0.238
12 H -0.738 0.317 2.004  0.417
13 H -0.275 1.900 -0.404  0.395
14 H 0.733 1.761 0.764  0.352

The value obtained for the HOMO-LUMO gap (alpha / beta) is 3.770 / 8.181 eV. The calculation puts the energy relative to the best compared isomer or geometry (same formula, charge and spin) at 77.2 kcal per mole. Its HOMO energy (alpha / beta) is -3.484 / -7.657 eV. As for the multiplicity: 2. The calculation puts the strongest force on any atom at 2.138 eV/A.